{
  "formula": "C4H13BClInNO3",
  "method": "ωB97M-V/def2-TZVPD",
  "spin_multiplicity": 1,
  "mol_weight_g_mol": 284.235,
  "charge": -1,
  "homo_ha": -0.177,
  "elements": ["O", "B", "O", "C", "In", "Cl", "H", "H", "H", "H", "H", "H", "C", "C", "O", "N", "C", "H", "H", "H", "H", "H", "H", "H"],
  "coordinates": [[0.03829, 1.50872, 3.07517], [0.30048, 0.17049, 3.47748], [-0.77883, -0.68853, 3.80372], [1.74225, -0.46530, 3.53630], [2.01019, -1.36948, 1.46633], [2.71801, 0.57274, 0.03717], [-0.15371, 1.45822, 2.13731], [-1.55401, -0.12922, 3.79888], [1.80275, -1.22746, 4.32061], [2.50545, 0.30618, 3.69072], [3.27151, -2.65112, 1.43982], [0.42088, -1.94341, 0.89528], [-1.27098, -0.88988, -1.79739], [-1.11603, 0.59101, -1.56539], [-1.17598, 1.08715, -0.45397], [-0.90354, 1.38443, -2.65217], [-0.80143, 0.98920, -4.04153], [-1.42749, -1.38814, -0.84555], [-2.13560, -1.07936, -2.43828], [-0.36709, -1.29512, -2.25397], [-0.80615, 2.35926, -2.42290], [0.17709, 1.28290, -4.42779], [-1.57628, 1.49904, -4.62007], [-0.91978, -0.08232, -4.15978]],
  "forces_ev_per_a": [[-0.093, -1.010, 0.441], [0.938, -1.076, 0.233], [0.767, 1.006, -0.070], [-1.014, 0.895, -0.084], [-0.005, -0.262, 0.473], [-0.101, -0.279, 0.092], [-0.142, 0.377, -0.565], [-0.562, 0.041, -0.100], [0.104, -0.096, -0.306], [0.008, -0.219, -0.149], [-0.205, 0.405, -0.086], [0.262, 0.153, -0.094], [-0.079, -0.039, -0.011], [0.129, 0.124, 0.457], [-0.163, -0.003, -0.004], [-0.161, -0.284, -0.152], [0.079, 0.493, 0.235], [0.105, 0.130, 0.065], [0.099, -0.059, -0.111], [-0.065, -0.059, -0.048], [0.091, 0.026, 0.023], [-0.025, -0.127, -0.156], [0.034, -0.125, -0.158], [0.000, -0.009, 0.074]],
  "mulliken_charge": [-0.660, 0.508, -0.588, -0.853, 0.739, -0.637, 0.325, 0.282, 0.258, 0.274, -0.322, -0.320, -1.228, 0.797, -0.620, -0.166, -0.836, 0.235, 0.375, 0.346, 0.223, 0.276, 0.279, 0.313]
}


{
  "formula": "C4H13BN",
  "method": "ωB97M-V/def2-TZVPD",
  "spin_multiplicity": 1,
  "mol_weight_g_mol": 85.967,
  "charge": 1,
  "e_above_lowest_ev": 3.2815,
  "homo_ha": -0.488,
  "elements": ["B", "C", "C", "C", "C", "N", "H", "H", "H", "H", "H", "H", "H", "H", "H", "H", "H", "H", "H"],
  "coordinates": [[0.98186, -1.24827, -1.67222], [0.71966, -2.45104, 0.57341], [0.24431, 1.78627, -0.73333], [-0.27368, 0.66052, -0.58366], [1.47362, -2.37489, -0.83445], [-2.24017, 2.96104, 2.12595], [1.20412, -0.97166, -2.79275], [1.44512, -3.32928, -1.25628], [-0.20704, -1.92015, 0.50338], [1.21531, -1.80640, 1.37053], [0.73796, -3.42403, 0.84479], [1.27518, 2.03701, -1.02836], [-0.41421, 2.56194, -0.42643], [-1.27988, 0.47948, -0.15640], [0.37952, -0.20436, -0.87539], [2.56187, -2.07664, -0.71383], [-2.71630, 3.87845, 2.41762], [-3.07480, 2.32540, 2.08912], [-2.03247, 3.11659, 1.14829]],
  "forces_ev_per_a": [[1.244, -1.239, -1.118], [2.189, 4.265, -0.451], [2.669, 3.969, -0.443], [-2.706, -3.415, 0.599], [-0.577, 2.486, 2.883], [-2.301, 0.906, 0.479], [-0.616, 0.831, 0.040], [0.068, -1.396, -1.276], [-1.077, -0.703, -0.087], [-0.028, -1.068, -1.017], [-0.661, -2.868, 1.209], [-0.762, -0.178, -0.107], [-0.069, 1.056, 0.194], [0.896, -0.602, -0.577], [0.162, -0.858, 0.291], [-0.679, -0.290, -0.105], [1.132, -1.584, -0.412], [1.035, 0.519, 0.150], [0.082, 0.168, -0.253]],
  "nbo_charge": [0.974, -0.570, -0.310, -0.205, -0.929, -1.058, -0.030, 0.314, 0.203, 0.234, 0.236, 0.246, 0.248, 0.271, -0.009, 0.324, 0.374, 0.356, 0.330]
}


{
  "formula": "C4H13BN2O4P",
  "method": "ωB97M-V/def2-TZVPD",
  "spin_multiplicity": 1,
  "mol_weight_g_mol": 194.944,
  "charge": -1,
  "homo_ha": -0.169,
  "elements": ["C", "O", "B", "O", "N", "P", "O", "H", "H", "H", "H", "H", "H", "C", "C", "O", "N", "C", "H", "H", "H", "H", "H", "H", "H"],
  "coordinates": [[1.91694, 2.24141, -1.59437], [1.58592, 3.05682, -0.50081], [0.54233, 3.99777, -0.68922], [1.00074, 5.24342, -1.20931], [-0.79644, 3.80652, -0.35401], [-1.53303, 2.39384, -0.46937], [-1.23270, 1.21002, 0.39961], [2.99422, 2.29148, -1.78889], [1.64938, 1.20028, -1.38344], [1.39255, 2.53468, -2.51273], [0.43700, 5.51088, -1.93422], [-1.45013, 1.97111, -1.82922], [-2.91281, 2.70519, -0.37524], [-0.49074, -1.65044, 1.41727], [-0.55064, -2.59692, 0.24515], [-0.79136, -2.26822, -0.89895], [-0.30641, -3.92665, 0.51913], [0.00006, -4.54198, 1.78719], [-0.69914, -0.61593, 1.13545], [-1.21924, -1.95395, 2.17375], [0.50325, -1.69688, 1.86987], [-0.35657, -4.51348, -0.29767], [0.97721, -5.03313, 1.76728], [-0.74928, -5.29083, 2.05983], [0.02000, -3.78826, 2.56756]],
  "forces_ev_per_a": [[0.004, -0.024, 0.076], [-0.007, 0.043, 0.049], [-0.108, 0.258, 0.333], [0.493, -0.418, -0.305], [-0.012, -0.300, -0.531], [0.144, 0.022, 0.232], [-0.061, 0.152, 0.088], [-0.008, 0.001, -0.032], [-0.011, 0.006, -0.013], [0.053, 0.022, -0.011], [-0.418, 0.280, 0.261], [-0.082, 0.042, -0.005], [0.007, -0.012, -0.030], [0.015, 0.093, 0.113], [0.017, -0.033, 0.034], [-0.005, 0.007, -0.012], [-0.011, 0.006, 0.014], [-0.004, -0.029, -0.062], [-0.031, -0.121, -0.326], [0.039, -0.023, 0.032], [-0.021, -0.006, 0.050], [0.000, 0.012, -0.009], [0.010, 0.017, 0.022], [-0.007, 0.014, 0.024], [0.004, -0.010, 0.010]],
  "nbo_charge": [-0.231, -0.754, 1.169, -0.942, -1.394, 1.755, -1.184, 0.152, 0.175, 0.153, 0.474, -0.188, -0.173, -0.749, 0.687, -0.612, -0.640, -0.408, 0.327, 0.207, 0.209, 0.388, 0.182, 0.181, 0.216]
}


{
  "formula": "C4H13IOSi2",
  "method": "ωB97M-V/def2-TZVPD",
  "spin_multiplicity": 1,
  "mol_weight_g_mol": 260.223,
  "e_above_lowest_ev": 3.2536,
  "homo_ha": -0.321,
  "elements": ["C", "C", "C", "C", "O", "Si", "Si", "I", "H", "H", "H", "H", "H", "H", "H", "H", "H", "H", "H", "H", "H"],
  "coordinates": [[0.16391, 0.88454, 2.85855], [-1.10120, -1.70848, 1.73519], [3.04618, 1.43978, -0.30345], [1.08050, 0.36795, -2.92627], [-0.37943, 0.69742, 0.02066], [-0.90134, 0.16038, 1.41483], [1.93204, 0.12707, -1.09976], [2.34138, -2.11612, -0.33885], [1.00949, 0.20050, 2.89138], [0.53934, 1.80418, 2.66558], [-0.19903, 1.11053, 3.92493], [-2.08334, -2.04588, 1.16612], [-0.23919, -2.19701, 1.38544], [-1.27210, -2.08534, 2.75883], [2.39692, 2.31785, -0.13583], [3.45017, 0.98863, 0.61098], [3.79873, 1.60281, -1.05402], [1.64574, 0.80216, -3.77070], [0.55601, -0.53853, -3.17536], [0.29771, 1.05885, -2.71712], [-2.34071, 0.58169, 1.35365]],
  "forces_ev_per_a": [[-1.779, -2.137, 1.581], [-2.758, 0.127, -0.394], [-1.484, -1.103, -0.245], [1.259, -0.020, 1.573], [3.404, -0.652, -2.441], [-1.305, 0.095, 2.023], [-3.229, 1.285, -0.378], [0.056, 0.224, -0.235], [0.274, -0.159, 0.400], [1.314, 3.001, -1.416], [0.004, -1.200, -1.395], [2.194, 0.512, 0.754], [0.969, -1.089, -0.748], [0.161, 0.657, -0.159], [0.531, -0.328, 0.042], [-0.046, 0.452, -0.196], [0.602, 0.430, -0.124], [0.201, -0.573, 0.621], [0.197, -0.550, -0.219], [-0.662, 0.772, 0.491], [0.097, 0.256, 0.462]],
  "nbo_charge": [-1.119, -1.135, -1.147, -1.061, -1.244, 1.692, 1.492, -0.124, 0.209, 0.217, 0.236, 0.233, 0.209, 0.237, 0.284, 0.266, 0.249, 0.250, 0.252, 0.268, -0.266]
}


{
  "formula": "C4H13N2",
  "method": "ωB97M-V/def2-TZVPD",
  "spin_multiplicity": 1,
  "mol_weight_g_mol": 89.162,
  "charge": 1,
  "e_above_lowest_ev": 8.6663,
  "homo_ha": -0.462,
  "elements": ["C", "N", "C", "C", "N", "C", "H", "H", "H", "H", "H", "H", "H", "H", "H", "H", "H", "H", "H"],
  "coordinates": [[2.82582, 2.59464, 1.76569], [-1.08094, -2.01516, 0.37713], [-1.90985, -3.00481, -0.33469], [1.61222, 2.29359, 1.24968], [0.13489, 0.21401, -0.68415], [-0.86220, 0.83398, -1.47474], [3.69346, 2.78898, 1.21829], [2.95983, 2.75441, 2.83293], [-0.32151, -2.57561, 0.80262], [-2.79755, -3.31706, 0.24210], [-2.18256, -2.52460, -1.27682], [-1.32879, -3.91095, -0.58800], [1.61560, 1.70657, 0.31910], [0.68260, 2.32155, 1.79749], [-0.50802, -0.83313, -0.07985], [0.91542, -0.27914, -1.07203], [-1.72832, 0.22316, -1.46283], [-1.16119, 1.83887, -1.11164], [-0.55893, 0.89070, -2.52027]],
  "forces_ev_per_a": [[-2.576, 0.094, 0.932], [-0.006, 0.245, 0.227], [1.866, 0.442, -1.029], [1.948, -0.798, 0.306], [-2.382, -2.277, 2.708], [1.720, 0.962, -1.619], [1.227, -0.546, -1.141], [-0.346, 0.526, -0.078], [0.114, 0.757, -0.166], [0.137, 0.643, 0.080], [-0.704, -0.092, 0.028], [-0.328, 0.345, 0.245], [-0.309, 0.937, -0.280], [0.068, -0.211, 0.280], [0.121, -0.202, 0.268], [0.687, 0.175, -1.230], [-1.376, -0.656, 0.253], [0.240, -0.573, 0.275], [-0.101, 0.229, -0.060]],
  "nbo_charge": [-0.333, -0.368, -0.486, -0.399, -0.395, -0.481, 0.202, 0.204, 0.381, 0.298, 0.245, 0.225, 0.172, 0.202, 0.367, 0.392, 0.263, 0.281, 0.228]
}